DFT (wB97M-V/def2-TZVPD) results for a molecular structure, C15H50AsBeF6O14 in a non-equilibrium geometry.

Atoms and positions in Å:
H -2.7099 -0.7187 -3.3301
H -0.4801 -2.8212 1.4917
O -3.0767 0.9969 -4.4425
H -0.6355 -0.9279 4.5835
H 3.5784 0.0955 3.3270
H 0.7056 2.6848 3.0446
H 3.0958 1.5448 4.3646
H 5.7114 -2.7887 1.5688
H -0.5778 -1.8282 -2.9583
H 1.5637 0.2122 -3.9348
H -0.3665 0.5896 -4.7260
C -3.2092 0.2418 -3.2027
H -0.5893 3.3130 4.0777
H -2.8122 0.7819 -2.3432
C -0.9598 -2.6445 -2.3452
H 4.1687 -3.5624 1.3982
H 4.0947 3.1561 1.8273
O 4.3997 0.1126 5.2015
C -2.0759 -3.8745 1.9945
O -0.8792 -3.9107 -3.0509
C -4.1535 0.7877 -5.1520
H -0.9674 0.7284 3.9321
C -0.7597 0.1292 4.8186
O 4.3281 3.1856 -0.2666
H 1.6792 4.9730 -0.8770
H -2.6863 -3.2015 1.3925
C -3.5794 0.1872 0.4507
H 4.3420 -2.0617 2.3591
H -0.3357 3.5150 -2.2222
F -0.6151 0.3961 -1.0556
H 2.9434 -4.9387 -1.1924
O -4.8282 0.8816 0.4771
H -5.4822 0.4724 1.0484
H -3.2557 0.1147 1.4890
O -1.7393 0.4282 5.8165
H -6.1628 -1.2894 -2.5585
H 0.1734 0.4895 5.2517
F 1.7043 1.3847 -0.7238
H 2.7032 2.7624 0.9673
C 2.2857 -4.1891 -1.6325
C 0.0356 4.1473 -1.4157
O 1.4234 1.1471 -3.7680
C 3.7865 2.6583 0.9079
F 1.3847 -1.0933 -1.2496
H -0.5163 1.7193 -3.3697
C -5.0880 -1.3914 -2.7080
O -0.6622 -3.6618 1.9180
Be 3.0804 2.5572 -2.4947
H 5.0825 3.7354 -0.0424
O 2.9754 -2.9764 -1.5572
H -0.2940 -2.5878 -1.4841
O 4.3317 -1.7078 0.3872
H -2.4119 -3.9600 3.0279
H 1.3821 -4.1276 -1.0260
H -4.6729 -1.9108 -1.8443
H -1.2453 -3.7771 -3.9283
H -2.1859 -4.8802 1.5887
H -0.3360 5.1693 -1.4915
H 4.6389 -0.8093 5.0811
H -4.9781 0.7892 -2.2843
C 4.6470 -2.5845 1.4525
O 1.0901 4.5404 3.7043
O 1.4774 4.1956 -1.4028
As 0.7500 -0.0077 -0.0086
H -0.2658 3.6740 -0.4812
H 3.4680 -1.3013 0.4895
F 2.1552 -0.4366 1.0428
H 2.3803 0.0482 4.7194
F 0.0153 1.1102 1.2205
C 0.1002 3.5624 3.2712
O -4.3018 1.0481 -6.3301
H 4.1878 1.6491 1.0011
F -0.0883 -1.3144 0.7932
H 2.1225 -4.4823 -2.6695
H -2.0012 -2.5062 -2.0545
C 0.1276 1.3993 -4.1889
H -3.6456 -0.7342 -0.1278
H -1.5920 -0.1464 6.5713
H -5.0458 -2.0641 -3.5646
O -5.1358 0.3096 -4.3022
H 0.1886 2.2425 -4.8770
H 2.3541 -2.2449 -1.5810
H 1.3996 4.2658 4.5706
C 3.2956 0.4747 4.3090
C -4.6783 0.0545 -3.0316
H -0.4201 3.9655 2.4023
H -2.8551 0.8350 -0.0431

Values from the calculation:
spin multiplicity = 2
LUMO level = -0.4346 Eh
<S²> = 0.757
charge = +2

***

DFT (wB97M-V/def2-TZVPD) results for 11 unconnected molecules or ions with the total composition C15H50N5O13 in a non-equilibrium geometry.

Atoms and positions in Å:
H -0.5546 0.9779 -3.4952
O -0.6617 -0.5549 0.6212
H 3.8409 -2.0275 0.0703
C -0.3106 -2.1081 -2.7526
H 2.9190 0.2755 0.2392
O 2.3532 1.4009 -5.2777
N -2.1208 1.8119 1.7574
H -1.3969 -2.0541 3.4657
O -0.4015 0.2179 6.1073
O 5.0550 -0.1836 2.7143
H -3.3336 2.0094 -2.9160
C 4.0061 -0.3635 1.8506
C 0.3464 -0.5680 5.2463
H 3.8159 0.4196 -4.2927
C 2.2435 0.7032 -2.9409
H 3.6225 2.0724 -3.7070
H -0.6561 0.4791 -1.2688
H -4.2146 2.3370 -0.4059
H 1.4438 1.4675 -2.7085
C 2.9458 -3.1115 -1.2552
O -4.2399 2.9084 2.0502
H 2.0966 2.7924 -0.6778
O 4.0361 -2.4132 -0.7626
H 3.5906 -1.9745 2.7901
H -2.7632 1.6338 -4.5797
C 0.3327 0.3027 3.9585
H 0.4123 2.6398 -0.7414
N 3.7185 0.4506 0.8806
H 3.9916 1.4194 0.9339
H -4.0719 -0.1276 -1.3342
C 1.1651 3.1654 -0.2416
H 2.3152 -1.6896 1.6437
H -2.2748 1.8648 2.8525
O -1.3182 -3.3465 1.7870
H 0.5173 -2.6012 -3.3214
H 2.0826 -2.4572 -1.3927
H 1.1790 4.1977 -0.5599
H -2.8380 -3.1499 3.1815
H -1.2088 2.3775 -2.7334
N 3.2858 -1.4611 2.0072
O -4.1916 -0.5510 0.6480
H 2.8443 0.4709 -2.0137
O -1.4978 0.7427 -1.6738
H 0.9769 -0.2352 3.1983
H 0.0807 -1.2704 -2.2987
H -0.0779 -3.2922 -0.9707
H 1.3385 2.1424 1.6096
H 1.4217 -0.6122 5.5382
H -1.1260 -1.8425 -3.4865
O 0.8866 -1.9388 0.8656
N 0.4775 -0.9161 0.3036
C -4.8239 -0.3044 -0.5777
C 1.1879 3.1373 1.3134
H -5.4223 -1.1442 -1.0029
O 1.2681 -0.1105 -0.1490
N -3.2735 2.0958 0.0001
H -3.4712 0.0527 0.6123
H -1.5169 1.0658 1.3640
C -0.8445 -3.0068 -1.6966
O -1.8918 -2.3509 -1.0812
C -3.2025 2.2912 1.2281
H 3.3088 -3.5454 -2.2175
H -2.4963 1.6662 -0.5776
H -2.5341 -1.6873 2.2988
C -2.6694 1.3940 -3.5188
H 2.0427 3.4766 1.7424
H -0.6654 0.4656 3.5737
H -0.5561 2.9673 2.0076
H -0.4095 -0.4139 6.8330
C -1.3271 1.3756 -2.8868
H -0.6116 -2.8416 1.3768
O -0.0062 3.7519 1.8480
H 2.7406 -3.8735 -0.4675
C 3.0960 1.1484 -4.0876
H -3.1131 0.3751 -3.5193
H 1.7474 -0.2125 -3.3024
H 2.9386 1.6688 -5.9490
H -0.0298 -1.5387 4.9441
H 0.8505 1.2451 4.0458
C -2.0467 -2.5556 2.7072
H -5.5051 0.4778 -0.5569
H -1.1807 -3.9111 -2.2017
H -1.6665 -1.5887 -0.6151

Values from the calculation:
LUMO level = 0.0843 Eh
charge = -1

***

Computed E_HOMO (eV) in order:
-13.8 -6.6